No. 1
The following is a quantum chemistry calculation of a cluster of 2 separate species, C4H9O3 in total in a non-equilibrium geometry, from the Open Molecules 2025 dataset.

total charge: -1
electronic energy: -10436.02718 eV
largest force on an atom: 3.0 eV Å⁻¹
frontier orbital gap: 7.156 eV
HOMO level: -3.4 eV
energy relative to the best compared isomer or geometry (same formula, charge and spin): 2.438 eV

Element x y z (Å)
C1 -0.518 1.022 -1.404
O1 -1.709 1.110 -0.689
C2 0.531 0.415 -0.468
C3 0.475 -1.159 -0.493
C4 1.225 -1.776 0.660
O2 1.482 -2.956 0.733
H1 -0.626 0.279 -2.252
H2 -0.198 1.963 -1.819
H3 1.612 0.556 -0.652
H4 0.436 0.673 0.601
H5 0.654 -1.610 -1.463
H6 -0.619 -1.238 -0.315
H7 1.538 -1.122 1.513
H8 -1.414 1.908 2.125
H9 -1.285 2.143 0.524
O3 -1.143 2.532 1.458

Cartesian forces (eV/Å) of the 3 atoms listed first:
C -1.3332 -1.4174 1.1312
O 0.6521 0.3964 -0.4812
C 2.3191 -1.8492 0.2239

***

No. 2
The following is a quantum chemistry calculation of a cluster of 2 separate species, C4H9O3 in total in a non-equilibrium geometry, from the Open Molecules 2025 dataset.

total charge: -1
electronic energy: -10437.86105 eV
largest force on an atom: 1.8 eV Å⁻¹
frontier orbital gap: 8.374 eV
HOMO level: -4.3 eV
energy relative to the best compared isomer or geometry (same formula, charge and spin): 0.604 eV

Element x y z (Å)
C1 0.971 2.349 1.667
C2 -0.186 1.467 1.093
O1 0.134 0.333 0.647
O2 -1.329 1.923 1.309
H1 1.069 2.216 2.730
H2 0.700 3.403 1.544
H3 1.875 2.122 1.093
C3 0.037 -2.455 -1.394
C4 0.869 -1.413 -2.201
O3 -0.955 -1.796 -0.601
H4 -0.584 -3.121 -1.991
H5 0.683 -3.021 -0.718
H6 1.891 -1.694 -2.439
H7 -0.628 -0.956 -0.212
H8 0.727 -0.502 -1.619
H9 0.407 -1.133 -3.154

Cartesian forces (eV/Å) of the 3 atoms listed first:
C -0.3985 0.2512 -1.4691
C -0.4571 0.2197 1.7136
O 0.2296 0.2212 -0.5016

***

No. 3
The following is a quantum chemistry calculation of a cluster of 2 separate species, C4H9O3 in total in a non-equilibrium geometry, from the Open Molecules 2025 dataset.

total charge: -1
electronic energy: -10437.29297 eV
largest force on an atom: 3.0 eV Å⁻¹
frontier orbital gap: 7.795 eV
HOMO level: -4.1 eV
energy relative to the best compared isomer or geometry (same formula, charge and spin): 1.172 eV

Element x y z (Å)
C1 0.296 1.734 1.321
C2 0.601 2.210 -0.123
O1 0.909 1.320 -0.968
O2 0.673 3.442 -0.290
H1 -0.603 2.243 1.670
H2 1.160 2.073 1.892
H3 0.197 0.660 1.361
C3 -0.896 -1.409 -0.131
C4 0.523 -1.427 -0.573
O3 -1.721 -2.367 -0.906
H4 -1.057 -1.905 0.832
H5 -1.406 -0.452 -0.046
H6 0.567 -1.252 -1.659
H7 -1.439 -2.228 -1.819
H8 1.210 -2.196 -0.223
H9 0.987 -0.443 -0.337

Cartesian forces (eV/Å) of the 3 atoms listed first:
C -0.0374 0.5628 -0.6759
C 1.0735 -0.0163 -0.4532
O -0.4171 0.4527 0.2557

***

No. 4
The following is a quantum chemistry calculation of a cluster of 2 separate species, C4H9O3S in total in a non-equilibrium geometry, from the Open Molecules 2025 dataset.

total charge: -1
electronic energy: -21273.60463 eV
largest force on an atom: 2.9 eV Å⁻¹
frontier orbital gap: 7.558 eV
HOMO level: -4.5 eV
energy relative to the best compared isomer or geometry (same formula, charge and spin): 0.412 eV

Element x y z (Å)
O1 -0.391 -2.988 0.982
C1 -0.342 -1.750 0.841
O2 -0.650 -0.822 1.613
C2 0.278 -1.392 -0.599
C3 0.042 0.105 -1.114
C4 0.776 1.143 -0.274
S1 2.612 1.148 -0.650
H1 -0.057 -1.951 -1.482
H2 1.375 -1.474 -0.590
H3 0.419 0.127 -2.142
H4 -1.027 0.285 -1.216
H5 0.427 2.165 -0.449
H6 0.708 0.953 0.794
H7 2.998 1.966 0.370
H8 -3.098 0.861 1.648
H9 -1.687 0.466 1.169
O3 -2.382 1.160 1.098

Cartesian forces (eV/Å) of the 3 atoms listed first:
O -0.2559 0.4895 0.7072
C 0.8374 -1.4638 -2.3208
O -0.1681 0.2906 0.2281

***

No. 5
The following is a quantum chemistry calculation of an isolated molecule of C4H9OP in a non-equilibrium geometry, from the Open Molecules 2025 dataset.

total charge: 0
electronic energy: -15624.81121 eV
largest force on an atom: 4.6 eV Å⁻¹
frontier orbital gap (spin up / spin down): 8.250 / 7.937 eV
HOMO level (spin up / spin down): -7.7 / -7.6 eV
energy relative to the best compared isomer or geometry (same formula, charge and spin): 4.823 eV

Element x y z (Å)
C1 -0.299 -0.220 0.094
C2 0.654 -1.241 -0.452
C3 -1.090 0.086 1.356
C4 1.960 -0.914 -1.102
O1 -2.151 1.025 1.347
P1 -2.255 2.137 0.165
H1 0.296 0.672 -0.290
H2 -1.105 -0.292 -0.803
H3 0.403 -2.207 -0.223
H4 -1.391 -0.716 1.998
H5 2.721 -0.345 -0.553
H6 1.782 -0.176 -1.873
H7 2.512 -1.833 -1.454
H8 -3.502 2.634 0.640
H9 -1.566 3.422 0.769

Cartesian forces (eV/Å) of the 3 atoms listed first:
C -0.3493 2.4686 -3.8856
C 0.3603 0.9902 1.7010
C -0.0662 -0.3188 -0.5655

***

No. 6
The following is a quantum chemistry calculation of a cluster of 2 separate species, C4H9PS in total in a non-equilibrium geometry, from the Open Molecules 2025 dataset.

total charge: 0
electronic energy: -24416.29259 eV
largest force on an atom: 2.6 eV Å⁻¹
frontier orbital gap: 6.011 eV
HOMO level: -7.1 eV
energy relative to the best compared isomer or geometry (same formula, charge and spin): 1.683 eV

Element x y z (Å)
C1 -0.424 0.113 1.442
C2 -0.806 -1.260 -0.675
C3 0.001 1.152 -0.824
C4 -0.158 -0.089 -0.012
P1 2.385 -0.919 -0.027
S1 3.363 0.714 0.276
H1 0.303 0.803 1.876
H2 -1.422 0.551 1.581
H3 -0.394 -0.830 1.991
H4 -0.404 -1.415 -1.674
H5 -0.664 -2.171 -0.096
H6 -1.883 -1.091 -0.770
H7 0.764 1.801 -0.393
H8 0.276 0.920 -1.851
H9 -0.935 1.721 -0.844

Cartesian forces (eV/Å) of the 3 atoms listed first:
C 0.0367 -0.0416 0.0143
C -0.0163 0.0569 0.0306
C -0.0653 -0.1044 0.0524

***

No. 7
The following is a quantum chemistry calculation of a cluster of 2 separate species, C4H9S in total in a non-equilibrium geometry, from the Open Molecules 2025 dataset.

total charge: -1
electronic energy: -15128.08247 eV
largest force on an atom: 4.2 eV Å⁻¹
frontier orbital gap: 6.178 eV
HOMO level: -2.2 eV
energy relative to the best compared isomer or geometry (same formula, charge and spin): 1.567 eV

Element x y z (Å)
C1 1.002 -3.388 0.482
S1 -0.137 -1.907 0.490
H1 0.487 -4.288 0.557
H2 1.544 -3.440 -0.525
H3 1.735 -3.385 1.254
C2 0.354 1.655 0.542
C3 -0.592 2.425 -0.420
C4 -1.337 1.685 -1.327
H4 0.436 2.201 1.539
H5 -0.193 0.677 0.854
H6 1.364 1.571 0.150
H7 -0.983 3.437 -0.429
H8 -2.233 2.148 -1.778
H9 -1.447 0.608 -1.388

Cartesian forces (eV/Å) of the 3 atoms listed first:
C 0.4724 1.8327 -2.3271
S 0.4389 -0.7115 0.1178
H -1.1998 -1.6377 0.2080

***

No. 8
The following is a quantum chemistry calculation of a structure of composition C4HCuLiO5 in a non-equilibrium geometry, from the Open Molecules 2025 dataset.

total charge: +1
expectation value of S²: 2.0358
electronic energy: -59233.25411 eV
largest force on an atom: 5.4 eV Å⁻¹
frontier orbital gap (spin up / spin down): 8.764 / 5.154 eV
spin multiplicity: 3
HOMO level (spin up / spin down): -12.8 / -12.8 eV

Element x y z (Å)
O1 2.422 -0.914 0.195
O2 0.498 0.077 -0.495
O3 2.244 1.271 0.111
C1 -1.460 -1.276 -0.272
C2 -0.176 -1.105 -0.630
C3 1.784 0.120 -0.098
H1 -1.930 -2.234 -0.511
Cu1 3.733 0.323 0.685
O4 -2.002 1.645 0.216
C4 -2.421 0.940 1.114
O5 -2.091 -0.555 0.671
Li1 -0.600 1.709 -0.988

Cartesian forces (eV/Å) of the 3 atoms listed first:
O -2.6932 -1.4910 -1.4225
O -2.3896 -1.2165 -0.9158
O -2.8424 1.0331 -1.6185

***

> Which of these has the highest electronic energy?

number 1

***

> Among the records above, which one has the lowest electronic energy?

C4HCuLiO5